{
  "formula": "C46H121N15O18",
  "method": "ωB97M-V with the def2-TZVPD basis set",
  "e_above_lowest_kj_mol": 315.42,
  "energy_ev": -108862.8622,
  "max_force_ev_per_a": 4.6,
  "orbital_gap_ev": 9.12,
  "species": ["C", "O", "C", "C", "N", "C", "C", "O", "C", "H", "H", "H", "H", "H", "H", "H", "H", "H", "H", "H", "H", "H", "H", "H", "C", "O", "C", "C", "N", "C", "C", "O", "C", "H", "H", "H", "H", "H", "H", "H", "H", "H", "H", "H", "H", "H", "H", "H", "C", "O", "C", "C", "N", "C", "C", "O", "C", "H", "H", "H", "H", "H", "H", "H", "H", "H", "H", "H", "H", "H", "H", "H", "C", "O", "C", "C", "N", "C", "C", "O", "C", "H", "H", "H", "H", "H", "H", "H", "H", "H", "H", "H", "H", "H", "H", "H", "C", "O", "C", "C", "N", "C", "C", "O", "C", "H", "H", "H", "H", "H", "H", "H", "H", "H", "H", "H", "H", "H", "H", "H", "C", "O", "C", "C", "N", "C", "C", "O", "C", "H", "H", "H", "H", "H", "H", "H", "H", "H", "H", "H", "H", "H", "H", "H", "C", "O", "C", "C", "N", "C", "C", "O", "C", "H", "H", "H", "H", "H", "H", "H", "H", "H", "H", "H", "H", "H", "H", "H", "N", "C", "N", "O", "H", "H", "H", "H", "N", "C", "N", "O", "H", "H", "H", "H", "N", "C", "N", "O", "H", "H", "H", "H", "N", "C", "N", "O", "H", "H", "H", "H"],
  "coordinates": [[4.6982, 4.0708, 20.4330], [4.3241, 4.4557, 21.7164], [2.9239, 4.4762, 21.8429], [2.7532, 4.7303, 23.3154], [2.9315, 3.4746, 24.0792], [2.6209, 3.5257, 25.4998], [3.4489, 4.6046, 26.3326], [4.7893, 4.4579, 25.9712], [5.7110, 4.9379, 26.9174], [4.2130, 3.0996, 20.2455], [5.7868, 3.9496, 20.4002], [4.3824, 4.7971, 19.6608], [2.5179, 3.5006, 21.6276], [2.4025, 5.2439, 21.2132], [1.7153, 5.0634, 23.5360], [3.4400, 5.5681, 23.5645], [3.8826, 3.1488, 24.0313], [2.9045, 2.5702, 25.9696], [1.5419, 3.7419, 25.6861], [3.3606, 4.4125, 27.4185], [3.0359, 5.6162, 26.1379], [5.7630, 6.0542, 26.9696], [6.6530, 4.5746, 26.6621], [5.4487, 4.6133, 27.9030], [6.7171, 8.2872, 23.5897], [6.5701, 9.3940, 22.8036], [5.2565, 9.6858, 22.5425], [5.0714, 11.0649, 21.9269], [3.7300, 11.6110, 21.9943], [3.3784, 12.4383, 23.1261], [4.0897, 13.7730, 23.1872], [3.5291, 14.4652, 22.1216], [3.9570, 15.7995, 21.8258], [6.2912, 8.3151, 24.6297], [7.7540, 7.9074, 23.6261], [6.1606, 7.4482, 23.1840], [4.6859, 9.6879, 23.5224], [4.8986, 8.7955, 21.9817], [5.4500, 11.0205, 20.9397], [5.8231, 11.6740, 22.4589], [3.4489, 12.0616, 21.1874], [3.5268, 11.9614, 24.0650], [2.3164, 12.6209, 23.0817], [5.1815, 13.7505, 23.0295], [3.9795, 14.1893, 24.1766], [3.6738, 16.4961, 22.6449], [3.3471, 15.9865, 20.9499], [5.0135, 15.9478, 21.5058], [4.8038, 10.4607, 27.9802], [3.9578, 9.3504, 27.9194], [3.3576, 9.0171, 26.6727], [2.2903, 10.0754, 26.2453], [1.3395, 10.3906, 27.3641], [0.0458, 10.9609, 26.8779], [-0.9688, 10.9504, 27.9302], [-1.3098, 9.6561, 28.3042], [-2.3320, 9.7049, 29.2893], [4.9897, 10.5199, 28.9976], [4.2364, 11.3595, 27.6712], [5.6172, 10.2621, 27.2620], [2.8085, 8.0400, 26.7729], [4.1053, 8.9519, 25.9648], [1.6792, 9.6374, 25.4783], [2.8235, 10.9815, 25.8343], [1.0115, 9.5459, 27.7913], [-0.3512, 10.4143, 26.0826], [0.3332, 11.9127, 26.5546], [-1.8760, 11.3794, 27.3883], [-0.6664, 11.6014, 28.7290], [-2.5367, 8.6700, 29.5825], [-3.2363, 10.2288, 28.8735], [-1.9792, 10.3069, 30.1643], [-6.1458, 2.5113, 25.8292], [-7.0670, 3.3475, 26.4615], [-7.0231, 4.7682, 26.1761], [-5.8320, 5.5489, 26.8515], [-5.6976, 6.9020, 26.3537], [-4.3511, 7.3126, 26.1180], [-4.3987, 8.8150, 25.6472], [-4.9818, 9.6626, 26.6248], [-5.1494, 10.9690, 26.2829], [-5.0937, 2.7619, 26.0032], [-6.2195, 2.5634, 24.7165], [-6.3172, 1.4938, 26.2685], [-7.9958, 5.1212, 26.5092], [-6.9539, 4.9121, 25.1076], [-4.8460, 5.1059, 26.7021], [-5.9671, 5.5386, 27.9249], [-6.1247, 7.5412, 27.0294], [-3.8887, 6.8045, 25.2920], [-3.7227, 7.0949, 27.0066], [-4.9574, 8.8385, 24.7377], [-3.3300, 9.2271, 25.4252], [-5.5042, 11.4454, 27.1880], [-5.9380, 11.1005, 25.4583], [-4.1590, 11.4001, 25.9835], [-4.7444, 3.7487, 29.9531], [-3.6246, 3.2284, 30.6452], [-3.7177, 2.9598, 32.0336], [-2.4126, 2.3165, 32.5354], [-1.1927, 3.1419, 32.4866], [-1.1409, 4.4213, 33.1352], [0.2228, 4.8187, 33.4908], [1.0531, 4.7806, 32.3643], [2.3974, 4.8787, 32.7291], [-4.6844, 4.7990, 30.1183], [-5.6858, 3.4035, 30.4157], [-4.5820, 3.4089, 28.9483], [-4.4487, 2.2589, 32.1374], [-3.9813, 3.8219, 32.5307], [-2.2357, 1.4683, 31.9453], [-2.6831, 1.9024, 33.5012], [-1.1278, 3.2605, 31.4815], [-1.7608, 4.3730, 34.0469], [-1.6062, 5.1607, 32.5110], [0.5200, 4.0671, 34.2249], [0.2496, 5.7959, 34.0238], [2.4929, 5.6759, 33.4369], [3.0110, 5.0542, 31.8116], [2.7420, 3.9163, 33.1956], [-1.8355, 11.1849, 22.5931], [-2.2359, 9.8727, 22.9722], [-3.5290, 9.5539, 22.5389], [-3.6061, 8.0048, 22.4610], [-2.6134, 7.3369, 21.5078], [-3.1307, 7.5673, 20.0929], [-2.2813, 6.7085, 19.1801], [-0.8791, 6.9275, 19.4009], [-0.1931, 6.1630, 18.4332], [-1.8280, 11.2161, 21.4727], [-0.8667, 11.4478, 22.9938], [-2.6325, 11.8786, 22.9206], [-3.6565, 9.9443, 21.5809], [-4.1733, 10.0300, 23.2569], [-4.5649, 7.6841, 22.1506], [-3.4261, 7.4820, 23.4352], [-1.6526, 7.6976, 21.4892], [-3.0677, 8.6052, 19.6912], [-4.0627, 7.0567, 20.0230], [-2.5751, 6.9875, 18.1476], [-2.3689, 5.6529, 19.3564], [-0.2357, 5.0311, 18.6160], [0.9106, 6.3684, 18.4703], [-0.5093, 6.3393, 17.4213], [1.1866, 7.0745, 29.5368], [0.9313, 6.2004, 28.4629], [-0.4685, 5.9655, 28.5093], [-0.8292, 5.1546, 27.3010], [-0.2397, 5.6701, 26.0655], [-0.8230, 6.9027, 25.5119], [-0.2641, 7.3542, 24.1997], [1.0509, 7.7936, 24.3005], [1.4294, 8.4557, 23.1529], [0.5587, 7.9234, 29.5048], [2.2272, 7.4109, 29.5436], [1.0323, 6.5070, 30.4530], [-1.0888, 6.8784, 28.6131], [-0.5971, 5.4077, 29.4271], [-1.9146, 5.1682, 27.1282], [-0.5520, 4.1111, 27.3970], [0.7383, 5.7769, 26.3131], [-0.7020, 7.8095, 26.1978], [-1.8616, 6.6804, 25.3453], [-0.8667, 8.1301, 23.8728], [-0.3275, 6.4878, 23.5301], [2.4752, 8.8704, 23.3602], [0.7969, 9.2982, 22.9055], [1.4416, 7.8224, 22.3176], [-3.0711, 1.5948, 27.6818], [-3.2485, 0.1788, 27.8515], [-2.5852, -0.2331, 29.0180], [-3.8164, -0.5119, 27.0371], [-3.6289, 2.0271, 26.9583], [-3.0721, 2.0595, 28.5755], [-1.8817, 0.4294, 29.2443], [-2.4258, -1.2453, 29.0349], [1.1248, 3.3363, 29.7461], [0.6400, 2.1947, 29.2852], [0.8832, 1.8166, 27.9180], [-0.0066, 1.5043, 30.0958], [1.6285, 4.0238, 29.1727], [1.1194, 3.5424, 30.7345], [0.1131, 1.2580, 27.5144], [1.0421, 2.6807, 27.2329], [-4.7058, 2.9724, 22.3549], [-4.5193, 4.2768, 22.0677], [-3.7619, 5.0322, 22.9220], [-5.0228, 4.7176, 21.0551], [-5.5062, 2.5315, 21.8998], [-4.5212, 2.6364, 23.2763], [-3.1898, 5.5945, 22.3198], [-3.1787, 4.4131, 23.5212], [-2.1760, 0.6327, 24.8302], [-2.1392, 1.9868, 24.8385], [-0.9400, 2.6066, 24.6375], [-3.2181, 2.6136, 24.9684], [-3.0161, 0.0859, 24.8582], [-1.2868, 0.0501, 25.1411], [-0.8653, 3.5449, 24.8792], [-0.1820, 2.1649, 24.1479]],
  "forces_ev_per_angstrom": [[0.17, -0.57, -0.52], [0.17, 0.49, -0.43], [-0.05, 0.63, 0.85], [-1.26, 0.20, 0.92], [-0.23, 0.38, 0.23], [0.60, 1.11, 1.17], [-1.10, -0.54, -0.45], [0.27, 0.05, -0.33], [-1.29, 1.68, 0.00], [0.27, 0.10, -0.46], [-0.25, 0.07, 0.00], [0.07, -0.18, 0.23], [-0.28, -0.51, -0.39], [0.63, -0.37, 0.32], [0.51, -0.02, -0.11], [-0.27, -0.47, 0.24], [0.36, 0.07, -0.38], [-0.33, 0.09, -0.43], [0.57, -0.19, -0.36], [-0.30, -0.02, -0.23], [0.43, -0.17, 0.01], [-0.17, -0.57, -0.26], [1.60, -0.64, -0.47], [-0.17, -0.42, 0.81], [0.05, -2.23, 1.16], [1.87, 1.46, 0.08], [-2.26, -0.86, 1.17], [0.74, 0.09, 0.99], [0.47, -1.62, 1.72], [0.80, 0.04, -0.10], [0.79, -0.32, -0.53], [0.00, 1.39, -0.51], [-0.56, -0.33, 0.04], [0.47, 0.78, -0.53], [-0.29, 0.76, 0.02], [-0.32, -0.43, -0.50], [0.25, -0.03, -0.70], [-0.62, 0.76, -0.22], [0.02, 0.13, -1.33], [-0.25, 0.15, 0.02], [-0.38, 0.88, -1.94], [0.35, -0.95, 0.70], [-0.43, 0.28, -0.08], [-0.08, -0.55, 0.09], [-0.56, 0.75, 0.42], [0.34, -0.33, -0.43], [-0.03, 0.65, -0.11], [-0.40, -0.52, 0.59], [-1.54, -0.13, -2.83], [-1.14, -1.68, 0.24], [-2.70, 0.91, 1.99], [0.18, 0.12, 0.89], [-0.07, 0.49, -0.65], [2.89, -1.05, 0.90], [-1.96, 1.31, -1.46], [0.08, -0.42, 0.71], [-0.07, 0.63, 0.05], [1.29, 0.43, 1.74], [0.43, -0.04, 0.08], [0.40, 0.56, 0.65], [0.79, 0.76, 0.18], [1.60, -0.33, -1.97], [0.14, -0.21, -0.89], [-0.84, -0.59, 0.68], [0.63, -0.93, 0.34], [-0.52, -1.09, -1.85], [-0.34, 1.84, -0.55], [0.60, 0.04, 0.98], [-0.05, 0.14, 0.92], [-0.18, 0.33, -0.01], [0.57, -0.69, 0.33], [-0.26, -0.55, -0.43], [0.55, -0.48, -0.20], [-0.36, 1.25, 0.58], [1.19, -0.96, 0.31], [-0.40, -0.66, -0.30], [-1.39, 0.24, 0.24], [0.11, 2.06, 0.33], [2.46, -0.01, 1.17], [0.02, -2.49, 0.64], [-0.25, 1.09, -1.37], [-0.31, 0.24, 0.28], [-0.39, -0.37, 0.56], [0.10, 0.76, -0.82], [0.11, 0.29, 0.14], [0.06, 0.14, -0.52], [-0.24, -0.77, -0.33], [-0.21, -0.04, 0.50], [0.22, -0.09, -0.54], [-0.14, -0.65, -0.47], [0.17, 0.63, -0.19], [-0.61, 0.01, -0.65], [-1.47, -0.81, 0.24], [-0.09, 0.47, 0.01], [1.10, 0.00, 0.85], [-0.74, 0.10, -0.05], [0.31, -0.70, 1.89], [1.33, -0.63, -0.36], [2.45, -0.30, -1.94], [-0.78, 1.78, 0.73], [-0.49, -1.39, -0.69], [-2.31, -0.17, 0.08], [0.54, -0.17, 1.28], [-0.29, 0.23, -0.48], [0.91, -1.22, -0.63], [-0.36, 1.21, -0.61], [0.15, -0.18, -0.54], [-0.62, 0.31, -0.62], [-2.39, -2.09, 0.68], [-0.51, 2.17, 1.47], [0.42, -1.16, -1.08], [0.45, 0.26, 0.67], [0.79, 0.11, 0.01], [0.32, 0.12, -0.08], [-0.35, 0.85, -0.42], [0.62, -0.13, 0.09], [0.04, -0.24, -0.53], [0.53, 0.64, 0.44], [-0.50, 0.02, 0.75], [-0.18, 0.75, -0.25], [-1.56, -0.43, -1.09], [1.76, 0.28, 0.37], [1.10, -1.85, 1.15], [2.48, -0.19, 0.72], [-1.88, 1.73, -1.31], [2.43, -1.17, 0.77], [0.62, 0.77, -0.16], [-0.10, 0.17, -1.05], [2.07, -1.44, 0.91], [0.27, 0.24, 0.71], [0.11, -0.15, 0.21], [0.53, 0.16, 0.03], [-0.60, 0.79, -1.82], [-1.04, -0.08, 0.01], [-1.09, -0.30, -0.39], [-0.19, 0.99, -0.56], [-0.58, 0.14, 0.71], [-0.45, -0.46, 0.67], [-1.29, 0.37, 0.06], [0.35, -0.42, 0.18], [-0.95, -0.63, 0.03], [-0.41, 1.33, -0.05], [-1.01, 0.21, 0.17], [-0.43, 0.27, -0.50], [1.75, -0.88, 0.63], [-0.30, 0.91, -0.42], [-0.05, -0.46, 0.28], [-1.20, 0.44, -1.12], [0.46, -0.32, -0.38], [0.99, 0.81, 1.75], [0.47, -2.49, 0.62], [0.13, -0.33, 1.11], [2.42, 1.82, 0.83], [-0.83, 1.05, -0.03], [-0.04, -0.10, -0.35], [-0.19, 0.18, 0.45], [0.61, -0.03, -0.38], [-0.68, -0.44, 0.35], [0.03, -0.14, 0.37], [0.17, -0.20, 0.21], [0.13, 0.48, -0.55], [-0.45, -1.04, -0.36], [-0.58, 0.15, 0.07], [-1.38, 1.60, -0.97], [0.01, 0.08, -0.48], [-1.32, -0.57, -0.57], [-0.44, 0.41, 0.09], [0.19, -1.13, -1.41], [-0.18, -1.71, 0.55], [0.96, 1.90, 0.38], [-1.79, -0.92, -1.83], [-0.08, -0.44, 0.15], [0.00, -0.17, 0.01], [0.08, 0.38, 0.12], [1.17, -0.02, 0.85], [0.24, 0.89, 0.26], [1.84, 2.28, -0.97], [-1.53, -1.79, 0.30], [-0.38, 2.68, -0.89], [0.32, -0.31, -1.73], [-0.45, -0.63, 0.22], [-0.40, -0.27, 0.12], [0.55, 0.39, 0.70], [-0.36, -2.53, 2.18], [-0.73, -1.40, 0.28], [-0.86, -0.38, -0.57], [0.90, -1.53, 1.03], [-0.16, 1.10, -0.88], [0.57, 0.43, 0.09], [0.34, -0.11, 0.57], [0.59, 1.02, -0.13], [-0.59, 0.68, -0.29], [4.03, -2.09, 0.58], [-1.69, 0.08, -0.27], [-0.42, -2.05, -0.02], [1.42, 0.04, -0.24], [-0.45, 0.48, 0.34], [-2.62, 1.93, -1.10], [0.17, 2.02, 0.32], [0.03, -0.09, 0.13]],
  "lowdin_charge": [-0.125, -0.194, -0.243, -0.195, -0.040, -0.203, -0.216, -0.182, -0.093, 0.090, 0.091, 0.092, 0.113, 0.133, 0.114, 0.128, 0.102, 0.113, 0.073, 0.108, 0.108, 0.101, 0.067, 0.075, -0.147, -0.169, -0.256, -0.181, -0.028, -0.197, -0.240, -0.202, -0.088, 0.090, 0.100, 0.074, 0.114, 0.132, 0.110, 0.119, 0.078, 0.081, 0.118, 0.122, 0.116, 0.094, 0.080, 0.093, -0.098, -0.218, -0.179, -0.166, -0.009, -0.209, -0.268, -0.206, -0.091, 0.069, 0.089, 0.097, 0.126, 0.067, 0.071, 0.106, 0.070, 0.090, 0.110, 0.140, 0.125, 0.082, 0.094, 0.099, -0.128, -0.206, -0.147, -0.185, -0.066, -0.211, -0.185, -0.214, -0.152, 0.027, 0.085, 0.111, 0.117, 0.108, 0.102, 0.101, 0.120, 0.067, 0.118, 0.091, 0.146, 0.083, 0.115, 0.089, -0.080, -0.218, -0.196, -0.158, -0.029, -0.238, -0.252, -0.232, -0.110, 0.074, 0.105, 0.062, 0.091, 0.096, 0.091, 0.117, 0.078, 0.138, 0.113, 0.128, 0.139, 0.076, 0.100, 0.110, -0.082, -0.240, -0.213, -0.149, -0.035, -0.171, -0.231, -0.198, -0.144, 0.101, 0.074, 0.092, 0.089, 0.098, 0.104, 0.082, 0.095, 0.128, 0.099, 0.129, 0.114, 0.108, 0.091, 0.070, -0.087, -0.204, -0.219, -0.186, -0.034, -0.161, -0.243, -0.189, -0.106, 0.065, 0.100, 0.076, 0.117, 0.107, 0.117, 0.083, 0.076, 0.142, 0.088, 0.075, 0.129, 0.103, 0.083, 0.070, 0.155, -0.608, 0.154, 0.025, 0.036, 0.054, 0.033, 0.113, 0.191, -0.631, 0.131, -0.010, 0.100, 0.081, 0.079, 0.086, 0.163, -0.696, 0.164, 0.022, 0.117, 0.038, 0.044, 0.086, 0.157, -0.635, 0.200, -0.068, 0.087, 0.169, 0.040, 0.106]
}